[1]
C12H18N2O3 | ωB97M-V/def2-TZVPD

Results
SMILES: CCNC(=O)c1c(C)[nH]c(C(=O)OCC)c1C
Highest occupied orbital energy, hartree: -0.3106
HOMO-LUMO gap, eV: 9.04

Cartesian coordinates (Å):
H (4.6407, 1.1208, 2.6020)
C (-1.2350, -0.4353, -0.6814)
C (-0.9682, -0.7218, 0.6496)
N (-0.2432, 0.3989, -1.1404)
H (-1.3239, -2.5867, 1.5953)
O (0.2458, 0.0097, 3.3517)
H (4.5653, 1.1667, 4.3652)
H (3.6374, -0.9828, 3.5365)
H (-3.7685, -0.1771, -5.7140)
H (-2.9671, 1.1436, -4.8516)
H (-2.0280, -0.2474, -5.4041)
C (-1.7604, -1.5882, 1.5560)
H (1.5157, 2.3687, -1.0484)
O (-2.2229, -0.3029, -2.7678)
N (2.2258, -0.1092, 2.2737)
C (-2.3340, -0.8484, -1.5294)
C (-3.2607, -0.6391, -3.6858)
C (3.0456, -0.0633, 3.4613)
H (-4.2228, -0.3319, -3.2605)
H (2.3558, -0.0170, 4.3068)
C (0.8695, -0.0431, 2.3098)
C (0.2337, -0.0456, 0.9738)
C (3.9683, 1.1513, 3.4578)
O (-3.2471, -1.5757, -1.2164)
H (2.6923, -0.2058, 1.3873)
H (3.3845, 2.0675, 3.4111)
H (-1.7475, -1.1749, 2.5613)
C (0.6486, 0.6444, -0.1588)
H (2.6433, 1.0330, -0.8318)
H (2.1292, 1.9899, 0.5654)
H (-0.2270, 0.7778, -2.0734)
H (-2.7793, -1.6761, 1.1910)
C (-2.9871, 0.0671, -5.0005)
C (1.8020, 1.5602, -0.3775)
H (-3.2809, -1.7275, -3.8141)

Results of the Löwdin charge analysis, in e, for atoms 1 through 2:
1. H 0.067
2. C -0.117

---

[2]
C9H14 | ωB97M-V/def2-TZVPD

Results
SMILES: Cc1ccccc1.CC
Highest occupied orbital energy, hartree: -0.3308
HOMO-LUMO gap, eV: 10.02

Cartesian coordinates (Å):
C (-0.2039, -1.5368, 0.9435)
H (0.6153, 2.7518, -1.2842)
H (0.8978, 2.2336, 1.4618)
C (-0.4947, -2.9991, 0.7372)
C (-0.6133, 1.1329, -1.9742)
H (1.4084, 1.2426, -1.5997)
H (-1.1245, 1.4976, 2.6023)
H (2.3980, 0.4762, 0.3828)
H (-1.5852, -3.0402, 0.8509)
H (-0.3553, -3.3369, -0.2703)
H (-1.3889, 1.3153, -1.2486)
C (-0.6511, 0.7894, 1.7897)
H (-1.8916, -1.0485, 2.1029)
C (0.6227, 1.9120, -1.9078)
C (0.9830, -1.0338, 0.3692)
C (-1.0545, -0.5832, 1.5223)
H (-1.1339, 1.5864, -2.9443)
H (-0.2240, -3.6727, 1.5718)
C (0.5734, 1.2323, 1.2919)
H (0.8397, 2.3558, -2.9357)
H (1.5872, -1.6212, -0.0593)
H (-0.5834, 0.0946, -2.0383)
C (1.3788, 0.2519, 0.6360)

Results of the Löwdin charge analysis, in e, for atoms 1 through 2:
1. C -0.269
2. H 0.046

---

[3]
C2H18N2O5 | ωB97M-V/def2-TZVPD

Results
SMILES: NCCN.O.O.O.O.O
Highest occupied orbital energy, hartree: -0.3528
HOMO-LUMO gap, eV: 9.71

Cartesian coordinates (Å):
H (-1.6869, -1.1201, 1.1060)
H (-1.1014, 3.0228, 1.2590)
H (-1.7996, 0.0613, -1.4629)
H (-3.0985, 1.1038, -1.1155)
H (0.6867, 1.4918, 2.5470)
H (0.3356, -2.2767, 0.2414)
H (2.5395, 0.1349, 1.9625)
H (-0.5785, 0.2619, 0.4826)
C (-0.1657, 1.3357, 0.4596)
O (-0.2073, -1.5611, -2.6835)
H (0.1517, -0.8250, -2.6477)
H (-0.1347, -3.3084, -0.7914)
N (-1.2782, 2.2967, 0.6377)
H (0.1583, 1.5581, -0.6215)
H (1.6093, 2.3057, 1.3406)
H (-2.0355, 1.8901, 1.1312)
H (0.3332, -2.1046, -2.0562)
H (2.1810, 1.1078, -1.5388)
H (1.8915, -0.2820, -1.4575)
O (-2.6735, 0.2199, -0.9920)
C (0.9469, 1.4515, 1.4625)
O (-0.8073, -1.6164, 1.5576)
H (1.3704, -0.4957, 1.0174)
H (-1.1578, -2.5170, 1.6443)
O (1.8777, 0.3348, -2.1001)
O (0.7012, -2.8169, -0.5075)
N (1.9418, 0.3473, 1.1252)

Results of the Löwdin charge analysis, in e, for atoms 1 through 2:
1. H 0.159
2. H 0.033

---

[4]
C5H5N | ωB97M-V/def2-TZVPD

Results
Highest occupied orbital energy (alpha / beta), hartree: -0.3636 / -0.3108
HOMO-LUMO gap (alpha / beta), eV: 8.79 / 7.02

Cartesian coordinates (Å):
C (-1.0508, 0.4337, -0.7305)
N (-1.3175, 0.7026, -1.8217)
H (-1.0851, 1.4036, 2.1204)
C (0.7058, -0.6099, 0.5589)
C (1.5779, -0.7801, -0.6096)
C (-1.3970, 0.6776, 1.4006)
H (-2.4694, 0.6462, 1.2264)
H (1.7801, -1.8497, -0.7426)
H (2.5525, -0.3180, -0.4009)
H (1.2036, -0.3737, -1.5535)
C (-0.5002, 0.0678, 0.5525)

Results of the Löwdin charge analysis, in e, for atoms 1 through 2:
1. C -0.252
2. N 0.166